Record 1
DFT (wB97M-V/def2-TZVPD) results for a cluster of 13 separate species, C25H76O13 in total at a distorted geometry.

Each line ends with the Mulliken charge.
Positions of all 114 atoms, in Å:
C (4.83, -2.19, 2.08)  -1.39
C (4.39, -2.31, 0.63)  1.02
C (5.39, -3.05, -0.23)  -1.37
O (3.14, -3.00, 0.52)  -0.47
H (4.03, -1.79, 2.71)  0.33
H (5.71, -1.53, 2.17)  0.36
H (5.16, -3.22, 2.42)  0.31
H (4.29, -1.28, 0.23)  0.01
H (4.96, -3.37, -1.15)  0.34
H (5.73, -3.96, 0.33)  0.32
H (6.26, -2.47, -0.38)  0.42
H (2.80, -2.79, -0.34)  0.12
C (-1.87, -4.88, 2.23)  -1.52
C (-1.32, -3.82, 3.15)  0.65
C (-0.25, -3.00, 2.42)  -0.67
O (-2.39, -3.02, 3.55)  -0.57
H (-1.16, -5.71, 2.01)  0.34
H (-2.37, -4.51, 1.31)  0.27
H (-2.74, -5.32, 2.68)  0.45
H (-0.83, -4.25, 4.02)  0.20
H (-0.72, -2.45, 1.62)  -0.02
H (0.50, -3.66, 1.97)  0.42
H (0.24, -2.28, 3.07)  0.07
H (-2.08, -2.30, 4.12)  0.54
C (-2.14, 0.79, -7.12)  -1.51
C (-1.87, 1.21, -5.69)  1.14
C (-0.33, 0.98, -5.33)  -0.51
O (-2.25, 2.55, -5.51)  -0.61
H (-3.22, 0.71, -7.34)  0.39
H (-1.76, -0.22, -7.29)  0.33
H (-1.73, 1.44, -7.92)  0.36
H (-2.44, 0.58, -4.99)  -0.18
H (-0.17, 1.34, -4.31)  -0.12
H (0.40, 1.46, -6.00)  0.43
H (-0.18, -0.12, -5.22)  -0.04
H (-1.96, 2.84, -4.66)  0.32
C (-1.37, 0.36, 7.00)  -1.50
C (-0.56, -0.33, 5.93)  0.86
C (0.20, -1.49, 6.59)  -1.38
O (-1.48, -0.83, 4.92)  -0.50
H (-0.94, 0.90, 7.83)  0.43
H (-2.01, -0.40, 7.43)  0.34
H (-2.10, 1.02, 6.47)  0.30
H (0.17, 0.31, 5.40)  0.15
H (0.83, -1.89, 5.76)  0.27
H (-0.42, -2.28, 6.99)  0.33
H (0.82, -1.07, 7.41)  0.41
H (-2.31, -0.24, 4.96)  0.09
C (2.52, 3.82, -0.18)  -1.07
C (2.44, 3.82, -1.70)  0.87
C (3.86, 3.90, -2.25)  -1.44
O (1.88, 2.60, -2.16)  -0.41
H (1.60, 3.50, 0.26)  0.03
H (2.80, 4.75, 0.28)  0.44
H (3.19, 2.99, 0.07)  0.28
H (1.87, 4.65, -2.17)  0.23
H (3.86, 3.99, -3.36)  0.32
H (4.40, 2.99, -1.89)  0.26
H (4.36, 4.77, -1.86)  0.45
H (1.14, 2.29, -1.59)  0.21
C (-0.95, 0.56, 1.42)  -0.39
C (0.15, 0.72, 0.40)  0.86
C (0.79, -0.60, -0.02)  -0.81
O (-0.36, 1.50, -0.69)  -0.32
H (-0.55, 0.08, 2.33)  0.16
H (-1.82, 0.06, 1.00)  0.24
H (-1.31, 1.52, 1.79)  -0.56
H (0.94, 1.43, 0.77)  0.23
H (1.45, -1.01, 0.77)  0.41
H (1.43, -0.45, -0.90)  0.05
H (0.04, -1.36, -0.25)  0.03
H (-1.04, 0.98, -1.12)  0.07
C (4.28, 0.19, -3.59)  -0.80
O (2.91, 0.50, -3.55)  -0.44
H (4.77, 0.96, -4.19)  0.32
H (4.74, 0.26, -2.61)  0.27
H (4.46, -0.81, -3.94)  0.33
H (2.77, 1.39, -3.12)  0.26
C (-3.70, 3.16, 0.12)  -0.08
O (-5.07, 2.88, 0.03)  -0.52
H (-3.46, 4.20, 0.33)  0.34
H (-3.30, 2.56, 0.92)  -0.20
H (-3.19, 2.83, -0.78)  0.11
H (-5.41, 3.46, -0.71)  0.30
C (-4.18, 1.36, 3.33)  -0.21
O (-4.00, 0.79, 4.60)  -0.51
H (-4.11, 2.43, 3.47)  0.19
H (-3.43, 0.92, 2.64)  -0.11
H (-5.17, 1.12, 2.94)  0.41
H (-4.62, 0.11, 4.84)  0.26
C (1.84, -3.04, -3.76)  -0.61
O (1.29, -1.77, -3.60)  -0.31
H (1.01, -3.71, -3.89)  0.24
H (2.51, -3.07, -4.61)  0.33
H (2.19, -3.38, -2.77)  0.09
H (1.94, -1.05, -3.40)  0.19
C (-3.72, 0.08, -1.77)  -0.73
O (-2.31, 0.27, -2.24)  -0.30
H (-4.09, 1.11, -1.78)  0.23
H (-4.33, -0.39, -2.56)  0.36
H (-3.72, -0.44, -0.78)  0.20
H (-1.92, -0.57, -2.54)  0.21
C (-0.66, 4.14, 2.86)  -0.52
O (-1.80, 3.63, 3.54)  -0.35
H (-0.04, 3.30, 2.52)  0.02
H (-0.98, 4.66, 1.93)  0.20
H (-0.02, 4.83, 3.43)  0.45
H (-1.93, 4.24, 4.25)  0.24
C (-1.40, -2.85, -3.70)  -0.83
O (-1.04, -2.31, -2.48)  -0.36
H (-1.08, -2.25, -4.58)  0.21
H (-0.95, -3.89, -3.79)  0.26
H (-2.50, -2.97, -3.69)  0.28
H (-0.14, -1.86, -2.69)  0.49

Output
- relative energy (zero: lowest compared OMol25 entry of this formula, charge and spin) (eV) = 1.170
- E_HOMO (Eh) = -0.338
- LUMO level (eV) = 0.52
- HOMO-LUMO gap (eV) = 9.72
- strongest force on any atom (eV Å⁻¹) = 2.81
- total energy (eV) = -53771.582

---

Record 2
DFT (wB97M-V/def2-TZVPD) results for a cluster of 3 separate species, H6O3 in total at a distorted geometry.

Each line ends with the natural charge from an NBO analysis.
Positions of all 9 atoms, in Å:
O (0.36, 0.72, 0.77)  -0.95
H (0.16, 1.48, 1.32)  0.49
H (1.14, 0.99, 0.27)  0.49
O (0.48, -1.33, -0.49)  -0.97
H (0.36, -0.80, 0.30)  0.49
H (1.38, -1.65, -0.42)  0.48
O (-1.48, 0.32, -0.90)  -0.96
H (-0.81, -0.36, -0.84)  0.48
H (-1.59, 0.63, 0.00)  0.45

Output
- relative energy (zero: lowest compared OMol25 entry of this formula, charge and spin) (eV) = 1.029
- E_HOMO (Eh) = -0.375
- LUMO level (eV) = 0.32
- HOMO-LUMO gap (eV) = 10.52
- SMILES = O.O.O
- strongest force on any atom (eV Å⁻¹) = 1.85
- total energy (eV) = -6239.225

---

Record 3
DFT (wB97M-V/def2-TZVPD) results for a cluster of 2 separate species, CH3BrN2 in total at a distorted geometry.

Each line ends with the natural charge from an NBO analysis.
Positions of all 7 atoms, in Å:
C (1.02, 0.24, 0.46)  -0.45
N (0.04, 0.97, 0.23)  0.08
N (-0.85, 1.63, 0.01)  -0.07
Br (-3.80, -0.07, 0.01)  -0.23
H (2.00, 0.47, 0.08)  0.23
H (0.89, -0.65, 1.07)  0.23
H (-2.73, 0.84, -0.21)  0.21

Output
- relative energy (zero: lowest compared OMol25 entry of this formula, charge and spin) (eV) = 0.054
- E_HOMO (Eh) = -0.335
- LUMO level (eV) = 0.43
- HOMO-LUMO gap (eV) = 9.54
- strongest force on any atom (eV Å⁻¹) = 2.58
- total energy (eV) = -74106.275

---

Record 4
DFT (wB97M-V/def2-TZVPD) results for the ion N3O3 with charge -1 at a distorted geometry.

Each line ends with the Mulliken spin population.
Positions of all 6 atoms, in Å:
N (-0.21, 0.15, -0.56)  0.19
N (0.59, 1.25, -0.03)  0.96
N (-0.41, -0.81, 0.30)  0.00
O (-1.39, -1.51, 0.02)  0.09
O (1.11, 1.93, -0.91)  0.70
O (0.30, -1.08, 1.24)  0.05

Output
- relative energy (zero: lowest compared OMol25 entry of this formula, charge and spin) (eV) = 0.318
- E_HOMO (spin up / spin down) (Eh) = -0.102 / -0.171
- total charge = -1
- multiplicity = 3
- LUMO level (spin up / spin down) (eV) = 5.01 / 3.12
- expectation value of S² = 2.01
- HOMO-LUMO gap (spin up / spin down) (eV) = 7.80 / 7.77
- strongest force on any atom (eV Å⁻¹) = 2.71
- total energy (eV) = -10607.052

---

Record 5
DFT (wB97M-V/def2-TZVPD) results for a cluster of 11 separate species, C50H53BBr2F10N2O33S in total at a distorted geometry.

Each line ends with the Mulliken charge.
Positions of all 152 atoms, in Å:
C (-4.37, 2.51, -5.77)  -0.30
C (-4.60, 3.43, -4.62)  0.51
O (-5.56, 4.16, -4.57)  -0.62
O (-3.70, 3.39, -3.59)  -0.28
C (-2.35, 3.48, -4.08)  0.24
C (-1.34, 3.39, -2.97)  -0.60
C (-1.59, 2.12, -2.17)  -0.93
N (-0.73, 2.06, -0.97)  0.61
C (0.12, 0.91, -0.94)  -0.67
C (1.42, 1.05, -1.35)  -0.34
C (2.24, -0.02, -1.28)  -0.96
C (1.79, -1.20, -0.81)  -0.79
C (0.51, -1.36, -0.42)  -1.00
C (-0.30, -0.28, -0.49)  1.43
S (-1.99, -0.36, 0.04)  -0.29
C (-2.12, 1.22, 0.85)  1.61
C (-1.48, 2.23, 0.23)  -0.91
C (-1.49, 3.48, 0.75)  -0.73
C (-2.15, 3.67, 1.90)  -1.23
C (-2.79, 2.67, 2.54)  0.47
B (-3.49, 3.04, 3.92)  0.38
N (-2.64, 3.31, 5.04)  -0.42
O (-4.85, 3.11, 4.02)  -0.60
C (-2.80, 1.41, 2.03)  -0.17
C (-3.50, 0.32, 2.80)  -1.12
Br (-4.88, -0.57, 1.72)  -0.09
C (-2.44, -0.70, 3.37)  0.00
C (-2.64, -2.15, 3.00)  -1.26
Br (-2.56, -0.64, 5.34)  -0.20
H (-4.75, 2.91, -6.69)  0.39
H (-3.32, 2.33, -5.94)  -0.04
H (-4.79, 1.53, -5.57)  0.20
H (-2.12, 2.65, -4.75)  -0.43
H (-2.22, 4.40, -4.66)  0.47
H (-1.31, 4.28, -2.35)  0.45
H (-0.37, 3.29, -3.45)  0.08
H (-1.38, 1.31, -2.86)  0.40
H (-2.64, 2.12, -1.87)  0.62
H (1.74, 2.02, -1.70)  0.53
H (3.28, 0.06, -1.55)  0.41
H (2.46, -2.05, -0.72)  0.59
H (0.14, -2.29, -0.03)  0.62
H (-0.96, 4.26, 0.24)  0.56
H (-2.15, 4.66, 2.35)  0.45
H (-2.00, 4.04, 4.75)  0.26
H (-3.18, 3.64, 5.83)  0.17
H (-5.27, 2.64, 3.29)  0.32
H (-4.03, 0.70, 3.65)  0.66
H (-1.45, -0.34, 3.15)  0.61
H (-2.51, -2.35, 1.95)  0.33
H (-1.87, -2.71, 3.52)  0.36
H (-3.59, -2.56, 3.32)  0.44
O (-2.63, 6.64, 8.85)  -0.49
C (-3.58, 5.94, 8.81)  0.61
O (-3.54, 4.63, 8.44)  -0.35
C (-4.86, 4.09, 8.65)  -0.34
C (-5.72, 5.33, 8.60)  0.36
F (-6.79, 5.22, 9.42)  -0.28
O (-4.85, 6.32, 9.12)  -0.32
H (-4.90, 3.60, 9.62)  0.26
H (-5.11, 3.37, 7.88)  0.29
H (-6.04, 5.61, 7.60)  0.27
O (2.07, -1.25, -4.70)  -0.52
C (3.24, -1.40, -4.60)  0.48
O (4.07, -1.75, -5.64)  -0.33
C (5.42, -1.70, -5.15)  -0.40
C (5.20, -1.87, -3.67)  0.31
F (6.15, -1.20, -2.96)  -0.34
O (3.95, -1.26, -3.44)  -0.12
H (5.87, -0.75, -5.39)  0.19
H (6.03, -2.50, -5.58)  0.32
H (5.16, -2.90, -3.33)  0.36
O (-2.32, 0.70, -7.01)  -0.54
C (-1.16, 0.76, -6.78)  0.47
O (-0.17, 0.44, -7.64)  -0.33
C (1.07, 0.80, -7.00)  -0.37
C (0.70, 0.79, -5.54)  0.13
F (1.40, 1.70, -4.84)  -0.32
O (-0.67, 1.17, -5.58)  -0.19
H (1.37, 1.79, -7.33)  0.24
H (1.85, 0.09, -7.24)  0.27
H (0.78, -0.18, -5.06)  0.58
O (1.14, -4.16, 2.70)  -0.41
C (1.16, -3.91, 3.86)  0.26
O (0.16, -3.29, 4.53)  -0.21
C (0.50, -3.30, 5.92)  -0.52
C (2.00, -3.46, 5.88)  0.25
F (2.46, -4.16, 6.95)  -0.31
O (2.20, -4.23, 4.70)  -0.16
H (0.01, -4.15, 6.40)  0.27
H (0.19, -2.38, 6.41)  0.35
H (2.56, -2.52, 5.80)  0.30
O (5.13, -9.73, 6.00)  -0.51
C (5.09, -8.55, 6.06)  0.59
O (4.23, -7.76, 5.36)  -0.29
C (4.41, -6.41, 5.81)  -0.10
C (5.82, -6.45, 6.34)  0.31
F (5.99, -5.59, 7.38)  -0.29
O (5.93, -7.78, 6.82)  -0.32
H (3.68, -6.18, 6.58)  0.12
H (4.29, -5.71, 4.98)  0.19
H (6.60, -6.27, 5.60)  0.30
O (-8.51, 1.91, 9.89)  -0.49
C (-9.37, 2.43, 9.27)  0.65
O (-9.20, 2.98, 8.04)  -0.29
C (-10.49, 3.38, 7.57)  -0.40
C (-11.26, 3.54, 8.87)  0.30
F (-12.57, 3.24, 8.71)  -0.28
O (-10.66, 2.57, 9.70)  -0.31
H (-10.92, 2.60, 6.94)  0.28
H (-10.43, 4.30, 7.00)  0.27
H (-11.17, 4.53, 9.33)  0.28
O (4.00, 2.24, -9.90)  -0.50
C (4.98, 2.01, -9.29)  0.56
O (6.11, 2.75, -9.36)  -0.25
C (7.02, 2.24, -8.38)  -0.43
C (6.52, 0.83, -8.18)  0.25
F (6.75, 0.39, -6.90)  -0.30
O (5.13, 0.96, -8.41)  -0.25
H (6.95, 2.83, -7.47)  0.27
H (8.04, 2.28, -8.74)  0.33
H (6.94, 0.10, -8.88)  0.29
O (8.71, 5.29, -8.96)  -0.52
C (7.97, 5.83, -9.71)  0.68
O (8.32, 6.30, -10.93)  -0.32
C (7.14, 6.76, -11.58)  -0.43
C (6.23, 7.03, -10.41)  0.31
F (4.93, 6.81, -10.72)  -0.27
O (6.65, 6.07, -9.45)  -0.27
H (6.74, 5.97, -12.22)  0.28
H (7.34, 7.64, -12.18)  0.27
H (6.33, 8.03, -9.98)  0.27
O (4.83, -4.93, -1.15)  -0.58
C (4.14, -5.64, -0.49)  0.66
O (3.12, -6.37, -0.97)  -0.34
C (2.63, -7.19, 0.11)  -0.20
C (3.08, -6.41, 1.31)  0.96
F (3.37, -7.23, 2.36)  -0.29
O (4.28, -5.80, 0.85)  -0.32
H (3.09, -8.18, 0.05)  0.27
H (1.54, -7.30, 0.06)  0.17
H (2.38, -5.64, 1.64)  -0.15
O (-0.30, -7.50, 0.38)  -0.60
C (-1.23, -7.03, 0.95)  0.53
O (-2.51, -7.10, 0.52)  -0.34
C (-3.34, -6.53, 1.54)  -0.50
C (-2.37, -5.63, 2.26)  0.72
F (-2.65, -5.54, 3.58)  -0.28
O (-1.14, -6.33, 2.11)  -0.22
H (-3.72, -7.32, 2.19)  0.29
H (-4.18, -5.99, 1.11)  0.31
H (-2.27, -4.63, 1.84)  -0.07

Output
- E_HOMO (Eh) = -0.307
- LUMO level (eV) = 0.11
- HOMO-LUMO gap (eV) = 8.46
- SMILES = CC(=O)OCCCN1c2ccccc2Sc2c1ccc(B(N)O)c2[C@@H](Br)[C@H](C)Br.O=C1OC[C@@H](F)O1.O=C1OC[C@@H](F)O1.O=C1OC[C@@H](F)O1.O=C1OC[C@@H](F)O1.O=C1OC[C@@H](F)O1.O=C1OC[C@@H](F)O1.O=C1OC[C@@H](F)O1.O=C1OC[C@@H](F)O1.O=C1OC[C@@H](F)O1.O=C1OC[C@@H](F)O1
- strongest force on any atom (eV Å⁻¹) = 2.82
- total energy (eV) = -302032.189

---

Record 6
DFT (wB97M-V/def2-TZVPD) results for a structure of composition C5H9NO.

Each line ends with the natural charge from an NBO analysis.
Positions of all 16 atoms, in Å:
C (1.02, -0.32, 1.29)  -0.46
C (1.09, 0.82, 0.49)  -0.07
N (1.48, 0.70, -0.88)  -0.62
C (0.07, 0.75, -1.07)  0.02
C (-0.70, -0.41, -1.20)  -0.50
C (-1.48, -0.85, 0.48)  0.24
O (-2.14, 0.05, 0.96)  -0.59
H (1.60, -1.19, 0.98)  0.23
H (0.76, -0.22, 2.34)  0.24
H (-0.29, -0.88, 0.81)  0.16
H (0.83, 1.80, 0.89)  0.21
H (1.93, 1.54, -1.22)  0.37
H (-0.42, 1.72, -1.10)  0.20
H (-0.18, -1.35, -1.40)  0.23
H (-1.68, -0.29, -1.67)  0.25
H (-1.90, -1.87, 0.32)  0.11

Output
- relative energy (zero: lowest compared OMol25 entry of this formula, charge and spin) (eV) = 5.446
- E_HOMO (Eh) = -0.310
- LUMO level (eV) = 0.22
- HOMO-LUMO gap (eV) = 8.64
- strongest force on any atom (eV Å⁻¹) = 0.41
- total energy (eV) = -8863.766

---

Q: Which of these has the highest total energy?
A: H6O3